C9H13N4O4V | wB97M-V/def2-TZVPD

Geometry (Å):
1 O -12.123 -6.949 16.690
2 V -13.024 -7.947 15.922
3 O -16.729 -8.738 16.935
4 C -15.453 -8.609 16.698
5 O -14.876 -9.066 15.647
6 O -14.650 -7.981 17.457
7 H -17.001 -9.300 16.165
8 C -16.967 -8.821 12.895
9 C -16.702 -9.977 12.024
10 N -16.498 -10.873 11.344
11 H -18.054 -8.737 12.947
12 H -16.556 -7.926 12.438
13 H -16.599 -9.066 13.886
14 C -15.033 -12.372 15.642
15 C -16.364 -11.971 15.216
16 N -17.411 -11.634 14.886
17 H -14.711 -13.348 15.281
18 H -15.026 -12.416 16.729
19 H -14.320 -11.645 15.254
20 C -17.506 -7.805 19.943
21 C -18.036 -6.987 21.065
22 N -18.488 -6.366 21.915
23 H -16.844 -7.218 19.316
24 H -18.436 -8.001 19.404
25 H -17.097 -8.745 20.296
26 C -14.113 -10.598 19.588
27 C -15.380 -11.097 19.057
28 N -16.419 -11.420 18.691
29 H -13.285 -10.793 18.908
30 H -13.841 -11.143 20.494
31 H -14.271 -9.557 19.857

Output
spin multiplicity	2
total charge	+1
HOMO level (alpha / beta)	-0.5029 / -0.5029	Eh
LUMO (alpha / beta)	-8.947 / -8.338	eV
max |F|	3.8	eV/A
E	-49371.175	eV
orbital gap (alpha / beta)	4.7 / 5.3	eV

Which charges does Mulliken predict for the atoms? In e, they are: number 1, O, carries -0.359; number 2, V, carries 1.417; number 3, O, carries -0.329; number 4, C, carries 1.337; number 5, O, carries -0.624; number 6, O, carries -0.779; number 7, H, carries 0.335; number 8, C, carries -0.323; number 9, C, carries 0.200; number 10, N, carries -0.362; number 11, H, carries 0.277; number 12, H, carries 0.343; number 13, H, carries -0.212; number 14, C, carries -0.625; number 15, C, carries 0.495; number 16, N, carries -0.439; number 17, H, carries 0.397; number 18, H, carries 0.123; number 19, H, carries 0.119; number 20, C, carries -0.296; number 21, C, carries 0.007; number 22, N, carries -0.321; number 23, H, carries 0.153; number 24, H, carries 0.264; number 25, H, carries 0.164; number 26, C, carries -0.845; number 27, C, carries 0.391; number 28, N, carries -0.388; number 29, H, carries 0.246; number 30, H, carries 0.372; number 31, H, carries 0.259